# 1
One molecule with the formula C2H3BrFN. Source: the Open Molecules 2025 dataset; level of theory: ωB97M-V/def2-TZVPD.

## Properties
Orbital gap (eV): 10.99
HOMO (eV): -10.24
Charge: 0
E_tot (a.u.): -2806.58066
Structure (SMILES): F[C@@]1(Br)CN1
Spin multiplicity: 1
LUMO (eV): 0.74
Energy relative to the best compared isomer or geometry (same formula, charge and spin) (eV): 0.000

Geometry (Å):
Br (-2.1822, -0.7266, -0.0530)
F (-0.8272, 1.7179, -0.1605)
N (0.4249, 0.2251, 0.9022)
C (0.6773, -0.2526, -0.4734)
C (-0.6111, 0.3788, -0.0205)
H (1.4630, 0.4402, -0.8744)
H (0.4854, -0.5641, 1.5268)
H (0.5699, -1.2187, -0.8473)

Computed natural (NBO) charges, given in elementary charges: number 1, Br, carries 0.025; number 2, F, carries -0.324; number 3, N, carries -0.589; number 4, C, carries -0.301; number 5, C, carries 0.390; number 6, H, carries 0.215; number 7, H, carries 0.376; number 8, H, carries 0.209

# 2
C2H3BrFNO2 as an isolated structure. Source: the Open Molecules 2025 dataset; level of theory: ωB97M-V/def2-TZVPD.

## Properties
Orbital gap (eV): 10.25
HOMO (eV): -10.35
Charge: 0
E_tot (a.u.): -2956.95023
Spin multiplicity: 1
LUMO (eV): -0.09
Energy relative to the best compared isomer or geometry (same formula, charge and spin) (eV): 1.642

Geometry (Å):
Br (2.7499, 0.4608, -0.3265)
F (1.3416, -1.5948, 0.4444)
O (-2.5752, 0.1318, -0.1032)
O (-1.1193, 1.2181, 1.1199)
N (-1.4595, 0.5288, 0.1812)
C (1.2371, -0.3517, 0.4570)
C (-0.3310, 0.0253, -0.6583)
H (-0.0728, 0.5340, -1.5928)
H (-0.6676, -1.0681, -0.9786)
H (0.8968, 0.1157, 1.4570)

natural (NBO) population analysis, charges in e, atoms 1 to 8: number 1, Br, carries 0.037; number 2, F, carries -0.304; number 3, O, carries -0.358; number 4, O, carries -0.375; number 5, N, carries 0.513; number 6, C, carries 0.166; number 7, C, carries -0.362; number 8, H, carries 0.243

# 3
C2H3BrINO as an isolated structure. Source: the Open Molecules 2025 dataset; level of theory: ωB97M-V/def2-TZVPD.

## Properties
Orbital gap (eV): 7.78
HOMO (eV): -9.20
Charge: 0
E_tot (a.u.): -3079.63505
Spin multiplicity: 1
LUMO (eV): -1.42
Energy relative to the best compared isomer or geometry (same formula, charge and spin) (eV): 1.362

Geometry (Å):
I (0.8396, 2.9489, 0.6240)
Br (-1.6069, 1.8809, -1.5909)
O (0.6930, 0.9464, 0.5473)
N (-1.0365, 0.2413, -0.9635)
C (-0.1116, 0.1267, -0.1155)
C (0.2373, -1.2882, 0.3020)
H (-0.5425, -1.9619, -0.0352)
H (0.3414, -1.3295, 1.3831)
H (1.1863, -1.5645, -0.1512)

natural (NBO) population analysis, charges in e, atoms 1 to 8: number 1, I, carries 0.479; number 2, Br, carries 0.156; number 3, O, carries -0.682; number 4, N, carries -0.571; number 5, C, carries 0.563; number 6, C, carries -0.646; number 7, H, carries 0.240; number 8, H, carries 0.229

# 4
One molecule with the formula C2H3BrN2. Source: the Open Molecules 2025 dataset; level of theory: ωB97M-V/def2-TZVPD.

## Properties
Orbital gap (eV): 9.93
HOMO (eV): -9.63
Charge: 0
E_tot (a.u.): -2761.40289
Structure (SMILES): CC1=NN1Br
Spin multiplicity: 1
LUMO (eV): 0.30
Energy relative to the best compared isomer or geometry (same formula, charge and spin) (eV): 1.441

Geometry (Å):
Br (-1.5662, -1.1919, 1.8873)
N (0.2430, -1.2994, 1.0872)
N (1.0630, -0.1437, 1.3921)
C (0.0163, 0.5700, -0.8966)
C (0.5386, -0.0927, 0.2572)
H (0.3216, 1.6419, -0.9750)
H (-1.1141, 0.4761, -0.9804)
H (0.4978, 0.0396, -1.7719)

Computed natural (NBO) charges, given in elementary charges: number 1, Br, carries -0.003; number 2, N, carries -0.287; number 3, N, carries -0.195; number 4, C, carries -0.713; number 5, C, carries 0.393; number 6, H, carries 0.258; number 7, H, carries 0.282; number 8, H, carries 0.264

# 5
A 2-piece molecular cluster, C2H3BrN4 overall. Source: the Open Molecules 2025 dataset; level of theory: ωB97M-V/def2-TZVPD.

## Properties
Orbital gap (eV): 9.61
HOMO (eV): -9.45
Charge: 0
E_tot (a.u.): -2870.92514
Spin multiplicity: 1
LUMO (eV): 0.16
Energy relative to the best compared isomer or geometry (same formula, charge and spin) (eV): 2.062

Geometry (Å):
Br (-1.7219, -2.0910, 0.8315)
N (2.0210, -1.3163, 0.6689)
N (1.2549, -0.7293, 0.0775)
N (0.5989, -0.4213, -0.8688)
N (-0.9432, 0.4966, 1.8656)
C (0.0974, 0.9627, -1.0436)
C (-1.1638, -0.5911, 1.6036)
H (0.5792, 1.5480, -0.3386)
H (-0.9347, 0.8746, -0.7669)
H (0.2121, 1.2672, -2.0292)

natural (NBO) population analysis, charges in e, atoms 1 to 8: number 1, Br, carries 0.240; number 2, N, carries -0.095; number 3, N, carries 0.222; number 4, N, carries -0.328; number 5, N, carries -0.323; number 6, C, carries -0.414; number 7, C, carries 0.083; number 8, H, carries 0.202

# 6
A 2-piece molecular cluster, C2H3BrN4 overall. Source: the Open Molecules 2025 dataset; level of theory: ωB97M-V/def2-TZVPD.

## Properties
Orbital gap (alpha / beta) (eV): 7.61 / 9.34
HOMO (alpha / beta) (eV): -8.45 / -10.38
Charge: 0
E_tot (a.u.): -2870.83135
Spin multiplicity: 1
LUMO (alpha / beta) (eV): -0.84 / -1.04
Energy relative to the best compared isomer or geometry (same formula, charge and spin) (eV): 4.614

Geometry (Å):
Br (2.1132, 0.0342, -1.9082)
N (-1.0453, -0.4010, 1.6946)
N (-0.2883, 0.4953, 1.2102)
N (-0.4487, -1.0456, -0.3601)
N (0.0258, 0.1317, -0.0021)
C (1.0930, 0.7540, -0.6007)
C (-1.1335, -1.3593, 0.7016)
H (1.3270, 1.5378, -0.0160)
H (-0.2618, 2.1753, -1.7290)
H (-1.3813, -2.3224, 1.0098)

natural (NBO) population analysis, charges in e, atoms 1 to 8: number 1, Br, carries 0.200; number 2, N, carries -0.235; number 3, N, carries -0.032; number 4, N, carries -0.244; number 5, N, carries -0.071; number 6, C, carries -0.130; number 7, C, carries 0.102; number 8, H, carries 0.216

# 7
A 2-piece molecular cluster, C2H3BrO2 overall. Source: the Open Molecules 2025 dataset; level of theory: ωB97M-V/def2-TZVPD.

## Properties
Orbital gap (alpha / beta) (eV): 8.72 / 8.14
HOMO (alpha / beta) (eV): -8.27 / -8.00
Charge: 0
E_tot (a.u.): -2802.34336
Spin multiplicity: 1
LUMO (alpha / beta) (eV): 0.46 / 0.14
Energy relative to the best compared isomer or geometry (same formula, charge and spin) (eV): 4.630

Geometry (Å):
Br (-1.8375, -0.7884, 0.1379)
O (0.5150, -1.2340, 1.4854)
O (1.3575, 1.7583, -1.7347)
C (0.4283, 1.0816, -1.4437)
C (-0.0500, -0.3076, 0.5819)
H (0.0661, 0.6242, 1.0112)
H (0.0884, -2.0847, 1.6459)
H (-0.5679, 0.9506, -1.6840)

Computed natural (NBO) charges, given in elementary charges: number 1, Br, carries -0.022; number 2, O, carries -0.724; number 3, O, carries -0.448; number 4, C, carries 0.433; number 5, C, carries -0.037; number 6, H, carries 0.155; number 7, H, carries 0.495; number 8, H, carries 0.148

# 8
C2H3BrO2 as an isolated structure. Source: the Open Molecules 2025 dataset; level of theory: ωB97M-V/def2-TZVPD.

## Properties
Orbital gap (eV): 8.91
HOMO (eV): -10.39
Charge: 0
E_tot (a.u.): -2802.31672
Spin multiplicity: 1
LUMO (eV): -1.48
Energy relative to the best compared isomer or geometry (same formula, charge and spin) (eV): 5.355

Geometry (Å):
Br (-2.7144, -0.1790, 0.0741)
O (0.6055, 1.6718, 0.1814)
O (1.6811, 0.7443, 0.2357)
C (0.5024, 0.4199, -0.4765)
C (-0.2997, -0.6398, 0.2826)
H (-0.0542, -0.4921, 1.3165)
H (0.5808, 0.1907, -1.5434)
H (-0.3017, -1.7157, -0.0703)

Computed natural (NBO) charges, given in elementary charges: number 1, Br, carries -0.209; number 2, O, carries -0.214; number 3, O, carries -0.236; number 4, C, carries 0.254; number 5, C, carries -0.243; number 6, H, carries 0.221; number 7, H, carries 0.191; number 8, H, carries 0.237

# 9
An isolated ion of composition C2H3BrO2P and charge -1. Source: the Open Molecules 2025 dataset; level of theory: ωB97M-V/def2-TZVPD.

## Properties
Orbital gap (eV): 8.36
HOMO (eV): -4.78
Charge: -1
E_tot (a.u.): -3143.96568
Structure (SMILES): C=C[P@](=O)([O-])Br
Spin multiplicity: 1
LUMO (eV): 3.58
Energy relative to the best compared isomer or geometry (same formula, charge and spin) (eV): 0.847

Geometry (Å):
Br (-1.0807, 2.6957, 0.2026)
P (-0.5470, 0.7277, -0.7675)
O (-1.8739, -0.1633, -1.1685)
O (0.4184, 1.0615, -1.8085)
C (0.9545, -1.0014, 0.4467)
C (0.0077, -0.1171, 0.6550)
H (1.4743, -1.4230, -0.4552)
H (1.1581, -1.5565, 1.3344)
H (-0.5113, -0.2237, 1.5611)

natural (NBO) population analysis, charges in e, atoms 1 to 8: number 1, Br, carries -0.417; number 2, P, carries 2.044; number 3, O, carries -1.128; number 4, O, carries -1.124; number 5, C, carries -0.371; number 6, C, carries -0.599; number 7, H, carries 0.211; number 8, H, carries 0.160

# 10
C2H3BrOS as an isolated structure. Source: the Open Molecules 2025 dataset; level of theory: ωB97M-V/def2-TZVPD.

## Properties
Orbital gap (eV): 10.40
HOMO (eV): -9.81
Charge: 0
E_tot (a.u.): -3125.43622
Spin multiplicity: 1
LUMO (eV): 0.59
Energy relative to the best compared isomer or geometry (same formula, charge and spin) (eV): 0.000

Geometry (Å):
Br (-4.6256, 0.0787, 0.0240)
S (-1.7731, 0.9553, -0.3281)
O (-2.4191, -1.5152, 0.3656)
C (-0.1485, 0.1642, 0.0729)
C (-2.8223, -0.4547, 0.0532)
H (0.4088, 0.8773, 0.7142)
H (0.2781, -0.0975, -0.9632)
H (-0.4215, -0.7721, 0.3701)

Computed natural (NBO) charges, given in elementary charges: number 1, Br, carries 0.045; number 2, S, carries 0.211; number 3, O, carries -0.534; number 4, C, carries -0.732; number 5, C, carries 0.291; number 6, H, carries 0.243; number 7, H, carries 0.230; number 8, H, carries 0.246